# 1
The following is a quantum chemistry calculation of the ion C5H10N2O with charge +2 in a non-equilibrium geometry, from OMol25.

Geometry as XYZ:
```
18
Properties=species:S:1:pos:R:3:nbo_charge:R:1
C -0.89 -0.57 0.40 -0.178
C 0.00 -1.61 -0.10 -0.217
C 1.67 0.81 -0.35 0.395
C -2.03 -0.20 -0.17 -0.062
C 1.34 -1.57 -0.07 0.129
N 2.59 1.65 -0.07 -0.726
N -2.96 0.82 0.17 -0.708
O 2.11 -0.45 0.31 -0.505
H -0.44 -0.03 1.27 0.238
H -0.58 -2.46 -0.36 0.282
H -2.46 -0.91 -1.02 0.256
H 2.00 -2.38 -0.25 0.247
H 3.51 1.37 0.23 0.405
H 2.63 2.52 -0.52 0.454
H -3.92 0.67 -0.27 0.484
H -2.55 1.64 -0.37 0.470
H -3.10 1.17 1.12 0.473
H 3.09 -0.48 0.06 0.563
```

Calculated values
Orbital gap ... 10.191 eV
HOMO level ... -17.700 eV
Calculated total energy ... -10352.5475 eV
Charge ... +2
Energy above the lowest of the compared OMol25 structures with the same formula, charge and spin ... 4.0527 eV
Molecular weight ... 114.15 g mol⁻¹
Spin multiplicity ... 1



# 2
The following is a quantum chemistry calculation of an isolated molecule of C5H10N2O2, from OMol25.

Geometry as XYZ:
```
19
Properties=species:S:1:pos:R:3:nbo_charge:R:1
C -0.97 1.05 -0.76 -0.651
C 1.42 1.23 0.05 -0.623
C 0.30 -1.96 0.53 0.668
C 0.42 -1.02 -0.36 -0.191
C 0.14 0.41 0.08 0.283
N -1.50 -0.24 1.74 -0.541
N 0.86 -1.23 -1.70 -0.808
O -0.21 0.33 1.51 -0.427
O 0.24 -2.87 1.28 -0.479
H -1.36 -1.00 2.40 0.351
H -2.04 0.48 2.21 0.345
H 0.23 -0.86 -2.40 0.365
H 0.99 -2.21 -1.90 0.374
H -1.28 1.97 -0.27 0.222
H -0.61 1.26 -1.76 0.213
H 2.13 0.83 0.77 0.226
H 1.21 2.27 0.31 0.212
H 1.86 1.17 -0.94 0.226
H -1.83 0.39 -0.81 0.233
```

Calculated values
Orbital gap ... 8.528 eV
HOMO level ... -7.745 eV
Calculated total energy ... -12419.5423 eV
Energy above the lowest of the compared OMol25 structures with the same formula, charge and spin ... 3.9303 eV
Molecular weight ... 130.15 g mol⁻¹
Structure (SMILES) ... CC(C)(ON)C(N)=C=O
Spin multiplicity ... 1



# 3
The following is a quantum chemistry calculation of a cluster of 2 separate species, C5H10N2O2 in total in a non-equilibrium geometry, from OMol25.

Geometry as XYZ:
```
19
Properties=species:S:1:pos:R:3:nbo_charge:R:1
C -0.45 -1.96 1.77 -0.404
N -0.04 -0.89 0.86 -0.715
C -1.05 0.13 -1.12 0.086
N -2.31 0.25 -1.11 -0.637
H -0.46 -0.02 1.20 0.411
H -2.68 0.52 -0.19 0.339
H -0.59 -0.26 -2.03 0.161
H -0.43 -1.58 2.79 0.182
H -1.48 -2.24 1.57 0.218
H 0.26 -2.77 1.69 0.205
C 0.97 1.92 -1.49 -0.747
C -0.15 1.47 -0.62 0.557
C 1.33 -0.74 0.51 0.566
O -0.46 1.91 0.47 -0.580
O 1.80 -1.02 -0.56 -0.501
H 1.98 -0.74 1.40 0.102
H 0.62 2.04 -2.52 0.247
H 1.73 1.14 -1.52 0.270
H 1.41 2.83 -1.10 0.241
```

Calculated values
Orbital gap ... 8.853 eV
HOMO level ... -8.619 eV
Calculated total energy ... -12419.2017 eV
Energy above the lowest of the compared OMol25 structures with the same formula, charge and spin ... 4.2709 eV
Molecular weight ... 130.15 g mol⁻¹
Structure (SMILES) ... [H]/N=C\C(C)=O.CNC=O
Spin multiplicity ... 1



# 4
The following is a quantum chemistry calculation of an isolated molecule of C5H10N2O2 in a non-equilibrium geometry, from OMol25.

Geometry as XYZ:
```
19
Properties=species:S:1:pos:R:3:nbo_charge:R:1
C 0.15 -0.07 1.05 -0.549
C 0.06 -2.17 -0.48 -0.653
C -0.16 2.21 -0.18 -0.653
C 0.70 -0.88 -0.09 0.258
C -0.68 0.87 0.21 0.258
O -2.51 -0.49 0.51 -0.593
O 2.56 0.47 -0.14 -0.593
N -1.84 0.52 -0.23 -0.171
N 1.70 -0.45 -0.78 -0.171
H -3.41 -0.45 0.17 0.483
H 3.33 0.49 -0.72 0.483
H 0.94 0.46 1.58 0.250
H -0.48 -0.67 1.71 0.250
H -0.25 -2.75 0.39 0.227
H 0.76 -2.77 -1.07 0.235
H -0.82 -1.97 -1.08 0.238
H 0.52 2.10 -1.02 0.238
H 0.39 2.68 0.64 0.227
H -0.97 2.86 -0.48 0.235
```

Calculated values
Orbital gap ... 9.901 eV
HOMO level ... -9.050 eV
Calculated total energy ... -12418.6539 eV
Energy above the lowest of the compared OMol25 structures with the same formula, charge and spin ... 4.8187 eV
Molecular weight ... 130.15 g mol⁻¹
Structure (SMILES) ... C/C(C/C(C)=N\O)=N/O
Spin multiplicity ... 1



# 5
The following is a quantum chemistry calculation of an isolated molecule of C5H10N2O2, from OMol25.

Geometry as XYZ:
```
19
Properties=species:S:1:pos:R:3:nbo_charge:R:1
C -1.11 1.36 -0.67 -0.409
C 1.29 -1.29 0.76 -0.697
C 1.81 0.49 -0.95 -0.699
N -0.80 -0.02 -0.23 -0.270
C -1.64 -0.57 0.77 0.894
C 0.79 -0.52 -0.45 0.437
O -2.38 0.40 1.36 -0.692
N -0.25 -0.93 -1.24 -0.549
O -1.71 -1.73 1.07 -0.571
H -2.95 -0.03 2.02 0.508
H -0.90 2.08 0.12 0.205
H -0.52 1.56 -1.55 0.228
H -2.17 1.42 -0.94 0.218
H 2.12 -1.90 0.41 0.233
H 1.67 -0.63 1.54 0.211
H 1.72 1.43 -0.39 0.230
H 0.53 -1.96 1.16 0.256
H 2.83 0.12 -0.79 0.233
H 1.65 0.70 -2.01 0.234
```

Calculated values
Orbital gap ... 8.238 eV
HOMO level ... -7.628 eV
Calculated total energy ... -12419.3954 eV
Energy above the lowest of the compared OMol25 structures with the same formula, charge and spin ... 4.0771 eV
Molecular weight ... 130.15 g mol⁻¹
Spin multiplicity ... 1



# 6
The following is a quantum chemistry calculation of an isolated molecule of C5H10N2O2 in a non-equilibrium geometry, from OMol25.

Geometry as XYZ:
```
19
Properties=species:S:1:pos:R:3:nbo_charge:R:1
C -0.06 -1.60 0.59 -0.502
C -0.77 -0.31 1.00 -0.439
C -1.72 0.84 -1.12 -0.700
C 1.43 -1.46 0.68 0.801
C -0.62 0.72 -0.10 0.265
N 0.69 2.18 -1.21 -0.670
O 1.86 -1.34 1.95 -0.683
N 0.51 1.38 -0.14 -0.283
O 2.22 -1.50 -0.25 -0.604
H 2.83 -1.22 1.86 0.498
H 1.03 1.62 -1.99 0.353
H 1.47 2.82 -1.01 0.355
H -0.37 -2.43 1.23 0.236
H -0.31 -1.87 -0.44 0.230
H -0.37 0.09 1.93 0.242
H -1.84 -0.51 1.16 0.212
H -1.41 0.37 -2.06 0.228
H -2.63 0.35 -0.77 0.215
H -1.95 1.89 -1.31 0.247
```

Calculated values
Orbital gap ... 9.364 eV
HOMO level ... -8.506 eV
Calculated total energy ... -12421.7686 eV
Energy above the lowest of the compared OMol25 structures with the same formula, charge and spin ... 1.7039 eV
Molecular weight ... 130.15 g mol⁻¹
Structure (SMILES) ... C/C(CCC(=O)O)=N\N
Spin multiplicity ... 1



# 7
The following is a quantum chemistry calculation of a cluster of 2 separate species, C5H10N2O2 in total in a non-equilibrium geometry, from OMol25.

Geometry as XYZ:
```
19
Properties=species:S:1:pos:R:3:nbo_charge:R:1
C 0.18 -1.75 -0.60 -0.666
C 0.24 -1.10 0.74 -0.091
C -0.92 -0.12 1.13 0.436
C 1.07 -1.50 1.70 -0.338
O -1.88 0.07 0.41 -0.579
H -0.95 0.06 2.22 0.123
H 0.63 -2.74 -0.59 0.220
H 0.77 -1.15 -1.30 0.241
H -0.85 -1.81 -0.96 0.230
H 1.72 -2.36 1.58 0.203
H 1.08 -1.05 2.68 0.195
C 0.37 1.52 -0.95 0.782
N -0.10 2.21 0.19 -0.872
N -0.59 1.37 -1.92 -0.839
O 1.55 1.27 -1.12 -0.646
H -0.35 0.68 -2.63 0.397
H -1.03 2.58 0.22 0.400
H 0.62 2.47 0.85 0.409
H -1.56 1.35 -1.65 0.396
```

Calculated values
Orbital gap ... 10.377 eV
HOMO level ... -9.852 eV
Calculated total energy ... -12422.1086 eV
Energy above the lowest of the compared OMol25 structures with the same formula, charge and spin ... 1.3639 eV
Molecular weight ... 130.15 g mol⁻¹
Structure (SMILES) ... C=C(C)C=O.NC(N)=O
Spin multiplicity ... 1



# 8
The following is a quantum chemistry calculation of an isolated molecule of C5H10N2O3 in a non-equilibrium geometry, from OMol25.

Geometry as XYZ:
```
20
Properties=species:S:1:pos:R:3:nbo_charge:R:1
C 1.94 -0.09 0.35 -0.413
C 1.34 1.20 -0.01 -0.528
C 1.17 -1.32 -0.28 -0.197
C -0.07 1.45 0.58 0.465
C -1.22 -0.79 -0.63 0.158
N -0.24 -1.43 0.08 -0.590
N -2.34 -0.43 -0.02 0.276
O -3.26 0.44 -0.65 -0.544
O -2.51 -0.71 1.22 -0.580
O -0.92 2.16 0.14 -0.553
H 2.82 -0.19 -0.09 0.216
H 2.12 -0.34 1.38 0.209
H 1.87 2.06 0.25 0.246
H 1.30 1.21 -1.07 0.224
H 1.12 -1.23 -1.36 0.187
H 1.48 -2.24 0.05 0.211
H -0.33 0.82 1.42 0.122
H -1.02 -0.46 -1.61 0.198
H -0.42 -1.41 1.01 0.400
H -2.82 1.32 -0.75 0.495
```

Calculated values
Orbital gap ... 8.555 eV
HOMO level ... -7.866 eV
Calculated total energy ... -14465.0054 eV
Energy above the lowest of the compared OMol25 structures with the same formula, charge and spin ... 6.1462 eV
Molecular weight ... 146.15 g mol⁻¹
Structure (SMILES) ... O=CCCCN/C=[N+](\[O-])O
Spin multiplicity ... 1



Which formula does entry 7 have? C5H10N2O2



Please write out number 5 again, unchanged.
The following is a quantum chemistry calculation of an isolated molecule of C5H10N2O2, from OMol25.

Geometry as XYZ:
```
19
Properties=species:S:1:pos:R:3:nbo_charge:R:1
C -1.11 1.36 -0.67 -0.409
C 1.29 -1.29 0.76 -0.697
C 1.81 0.49 -0.95 -0.699
N -0.80 -0.02 -0.23 -0.270
C -1.64 -0.57 0.77 0.894
C 0.79 -0.52 -0.45 0.437
O -2.38 0.40 1.36 -0.692
N -0.25 -0.93 -1.24 -0.549
O -1.71 -1.73 1.07 -0.571
H -2.95 -0.03 2.02 0.508
H -0.90 2.08 0.12 0.205
H -0.52 1.56 -1.55 0.228
H -2.17 1.42 -0.94 0.218
H 2.12 -1.90 0.41 0.233
H 1.67 -0.63 1.54 0.211
H 1.72 1.43 -0.39 0.230
H 0.53 -1.96 1.16 0.256
H 2.83 0.12 -0.79 0.233
H 1.65 0.70 -2.01 0.234
```

Calculated values
Orbital gap ... 8.238 eV
HOMO level ... -7.628 eV
Calculated total energy ... -12419.3954 eV
Energy above the lowest of the compared OMol25 structures with the same formula, charge and spin ... 4.0771 eV
Molecular weight ... 130.15 g mol⁻¹
Spin multiplicity ... 1



What is the HOMO level in the fourth record? -9.050 eV



Which value of calculated total energy does entry 1 give? -10352.5475 eV